DFT (the ωB97M-V functional and the def2-TZVPD basis) results for a cluster of 2 separate species, C4H4N2 in total in a non-equilibrium geometry.

Each line ends with the natural charge from an NBO analysis.
Geometry (Å):
C: -0.975 1.148 0.001  -0.11
C: 0.113 0.391 0.284  -0.14
C: -1.281 -0.161 0.511  -0.41
C: 1.357 -0.078 0.014  0.19
N: 2.726 0.284 -0.235  -0.04
N: 2.531 -0.795 0.337  -0.04
H: -1.289 1.837 -0.755  0.21
H: -1.602 -0.241 1.476  0.20
H: -1.706 -0.856 -0.163  0.20
H: 0.125 -1.530 -1.469  -0.07

* gap between HOMO and LUMO (alpha / beta): 7.5 / 9.0 eV
* strongest force on any atom: 2.75 eV/A
* relative energy (zero: lowest compared OMol25 entry of this formula, charge and spin): 214.03 kcal per mole
* HOMO (alpha / beta): -8.2 / -9.7 eV